# 1
The following is a quantum chemistry calculation of 12 unconnected molecules or ions with the total composition C45H99O30P3 at a distorted geometry, from the OMol25 dataset.

Computed properties:
**Electronic energy**: -137564.998 eV
**E_HOMO**: -0.35012 hartree
**ΔE to the lowest compared entry with this formula, charge and spin**: 5.5485 eV
**Net charge**: 0
**Structure (SMILES)**: COP(=O)(OC)OC.COP(=O)(OC)OC.COP(=O)(OC)OC.CCOC(C)=O.CCOC(C)=O.CCOC(C)=O.CCOC(C)=O.CCOC(C)=O.CCOC(C)=O.CCOC(C)=O.CCOC(C)=O.CCOC(C)=O

XYZ file:
```
177
Properties=species:S:1:pos:R:3:lowdin_charge:R:1
H 6.28 0.56 -0.70 0.0531
C 1.94 -2.55 1.44 -0.0609
O 1.35 -3.47 -7.88 -0.2326
H -2.61 -3.79 -5.45 0.0793
O -1.77 1.79 -4.05 -0.2277
C 5.03 4.00 1.30 -0.5609
H 0.64 -7.13 4.40 0.0828
H -3.30 2.15 1.57 0.0670
H 6.18 0.84 3.68 0.1146
H 4.77 2.83 3.04 0.0772
H 6.28 3.87 3.10 0.0933
C 2.02 1.07 -2.41 -0.0484
C -7.91 -0.90 -4.66 -0.0607
C 5.25 3.76 2.75 0.0289
H 6.49 5.21 -0.82 0.1323
C 1.71 -5.22 3.88 -0.5376
H 1.29 3.28 1.33 0.0691
H 0.48 -1.58 -11.02 0.0928
H 2.99 6.66 1.17 0.0907
H -1.52 6.10 -5.14 0.0959
O 0.17 -1.65 -6.55 -0.2349
O -1.07 -0.26 2.13 -0.2534
C -1.44 -3.56 -3.48 -0.1892
C 1.90 2.43 1.63 -0.0788
O -4.65 -2.36 1.27 0.0859
C 1.26 -1.30 -10.31 -0.1161
C 1.21 5.75 1.88 -0.5655
C 5.78 -0.20 -0.10 0.0221
H 1.10 0.02 -5.58 0.0875
H 1.61 -0.28 -10.45 0.0947
H -3.37 0.53 -3.65 0.0704
O -0.78 -3.49 7.20 0.0114
H -6.46 -1.78 -3.40 0.1292
H 1.98 -0.77 -1.18 0.1057
P -1.28 3.30 -3.65 0.4986
C -6.37 0.25 -1.48 -0.4141
O 4.09 0.28 4.31 -0.0171
O 2.29 -5.08 4.88 0.1321
H 1.47 0.97 4.74 0.0843
C -6.79 -0.76 -3.59 -0.2767
H -1.68 -6.70 7.98 0.0852
O 4.03 1.35 6.36 0.0373
C -6.24 0.37 2.93 -0.0740
C 5.50 0.14 4.17 -0.2136
H -2.42 -5.58 6.69 0.0706
C -2.08 5.67 -4.31 -0.1486
C -1.34 -0.29 -0.85 -0.0806
H -8.20 1.13 -0.91 0.0978
H 0.99 -2.01 1.50 0.0679
O -4.35 -1.14 3.28 -0.0295
C -2.33 -3.10 -4.65 -0.0432
H -4.48 0.31 1.79 0.0982
H 7.85 3.28 -2.03 0.0827
H -1.87 -2.25 -5.15 0.0472
C -0.75 4.82 3.09 -0.2044
C -1.34 4.47 -1.22 -0.0836
H 2.12 -1.97 -10.34 0.0921
H -1.69 -1.08 -0.18 0.0894
H -0.81 3.97 -0.41 0.0603
H -0.69 -3.47 -8.14 0.0808
C 5.71 -1.26 3.61 -0.0625
O 1.01 -3.01 -2.21 0.0563
H -0.69 -1.16 6.19 0.0747
H 1.93 -3.21 0.57 0.0840
H 1.18 0.85 -3.07 0.0591
H 8.41 3.66 -0.39 0.0785
H 5.51 0.39 0.78 0.0665
C 0.17 -0.55 -5.62 -0.1029
H 5.17 -2.00 4.20 0.0766
H -1.67 6.00 -3.36 0.0734
H -8.43 0.03 -4.89 0.0686
O -1.27 -4.05 5.09 0.0940
H -4.22 0.97 3.47 0.1217
H -6.54 0.39 3.97 0.0767
O 1.56 -4.35 2.78 -0.0402
H -0.17 -4.76 8.59 0.1256
H -3.68 2.15 -3.15 0.0787
H 1.71 -5.49 -4.19 0.0783
C -0.64 -4.88 7.61 -0.1851
H 1.58 0.52 6.43 0.0944
H -0.64 3.89 3.65 0.1171
H -2.62 3.61 1.23 0.0815
H 2.41 2.74 2.54 0.0858
P -0.42 0.84 1.39 0.5721
O 4.60 -2.00 -1.09 0.0705
C -3.87 -3.41 3.18 0.0172
O -1.73 3.34 -2.06 -0.2696
H -3.13 -2.62 -4.09 0.0718
H -6.58 1.28 2.44 0.0672
C -2.48 2.56 0.98 -0.1133
C -7.23 0.87 -0.50 0.0001
H -0.64 0.17 -5.69 0.0732
H -1.40 -1.58 4.65 0.0690
H 7.35 2.22 -0.63 0.0530
H 0.07 -4.83 -7.30 0.0927
O 0.15 3.56 -3.87 -0.2257
P 1.34 -1.83 -7.71 0.5419
H -8.70 -1.50 -4.21 0.0714
O -2.38 4.33 -4.30 -0.2136
H -1.38 6.03 4.65 0.0821
O 1.15 1.21 1.88 -0.2331
H -6.72 -0.49 2.47 0.0744
H -3.99 -4.29 2.55 0.0911
H 0.10 -6.05 3.16 0.0823
H 2.62 -3.98 -4.33 0.0926
H -2.25 0.23 -1.15 0.0679
C -1.20 -3.25 5.98 -0.5738
H -0.05 -5.41 6.86 0.1092
H -0.98 -0.80 -1.75 0.0710
C 3.47 0.73 5.39 -0.4902
H -0.98 4.37 2.13 0.0709
H 4.79 4.56 3.34 0.0783
H 5.30 -1.53 2.64 0.0645
H -0.04 -0.82 -4.59 0.0674
C -1.46 -1.78 5.72 0.0374
C 4.59 -0.79 -0.88 -0.5933
H -2.49 -1.56 6.01 0.0914
C 7.60 3.23 -0.97 -0.0420
H 2.68 -1.82 1.14 0.0649
H -7.67 -1.29 -5.65 0.0754
C 0.91 -3.82 -3.15 -0.4932
H 2.75 -1.02 -2.73 0.1186
O -7.27 -0.34 -2.40 -0.0324
O -0.46 0.64 -0.23 -0.2348
H 1.61 1.62 -1.55 0.0676
H 2.68 -4.98 -2.77 0.0918
O -0.14 -3.99 -3.94 -0.0155
C -1.82 5.76 3.69 -0.0344
C -3.21 1.57 -3.95 -0.0981
C 2.52 6.45 2.12 0.0178
O 3.89 4.00 0.90 0.0844
O 2.61 -1.01 -7.49 -0.2598
H -3.73 1.69 -4.90 0.0895
H 2.15 7.42 2.48 0.0942
H 3.24 6.02 2.82 0.0716
O -5.10 0.17 -1.39 0.0561
O 6.18 3.92 0.73 -0.0027
H 6.49 -0.92 0.30 0.0836
C 2.54 -0.27 -1.97 -0.1484
C -4.30 -2.19 2.42 -0.5346
H 2.28 -2.44 3.53 0.1141
C 2.11 -4.65 -3.63 0.0370
O 0.82 5.63 0.75 0.0893
H -4.50 -3.61 4.05 0.0919
H -2.63 -5.20 8.32 0.0750
O 0.67 -1.28 -9.05 -0.2483
H -2.86 -3.10 3.43 0.0714
C 6.40 4.14 -0.65 -0.1868
H 3.37 -3.58 2.65 0.1247
H -6.08 -0.07 -4.05 0.1179
H 5.88 0.19 5.19 0.1179
H -3.00 6.25 -4.41 0.0903
H -0.62 5.12 -1.71 0.0825
H -2.26 4.92 -0.88 0.0984
H 0.16 -4.67 -9.11 0.0923
C -4.72 0.23 2.84 -0.1768
H 1.55 -7.13 2.88 0.0874
O 3.79 0.11 -1.27 0.0163
H 1.86 -0.65 5.11 0.0792
H 5.54 3.70 -1.17 0.1213
H -1.30 -2.70 -2.83 0.0887
H -7.38 0.09 0.26 0.0952
C 1.00 -6.51 3.58 0.0096
H -6.85 1.75 0.01 0.0939
O 0.59 5.44 3.01 -0.0011
H -1.89 -4.32 -2.85 0.1292
H 2.76 1.67 -2.93 0.0931
H -1.73 6.55 2.94 0.0801
H 6.76 -1.50 3.76 0.0839
C -1.92 -5.69 7.65 -0.0699
C 0.16 -4.15 -8.15 -0.1290
H 2.59 2.10 0.85 0.0836
H -2.79 5.26 3.66 0.0801
C 2.37 -3.17 2.72 -0.2186
O -1.35 2.18 1.71 -0.2628
H -2.57 2.20 -0.05 0.0854
C 2.04 0.37 5.45 0.0194
```



# 2
The following is a quantum chemistry calculation of 11 unconnected molecules or ions with the total composition C46H101F18N10O12P2S6 at a distorted geometry, from the OMol25 dataset.

Computed properties:
**Electronic energy**: -221313.457 eV
**E_HOMO**: -0.36518 hartree
**Net charge**: +1

XYZ file:
```
195
Properties=species:S:1:pos:R:3:lowdin_charge:R:1
C -6.13 -5.29 -1.50 -0.1408
C 5.13 -1.44 3.86 -0.1018
H 1.88 -4.02 -5.83 0.1367
H -1.85 -5.30 2.17 0.0710
O 0.55 6.12 2.09 -0.3335
H -1.96 2.06 -0.85 0.0937
C -5.13 -6.70 0.38 0.0135
H 1.83 0.17 1.39 0.1038
H 1.71 -2.29 -7.69 0.1430
C 2.87 5.32 -0.50 -0.1266
S -3.31 -1.60 -1.70 0.5342
C 5.58 4.10 -2.76 -0.1251
C 2.72 -1.94 -7.46 -0.1061
H 0.32 0.43 -0.79 0.1075
C 4.13 3.33 -0.86 -0.1190
F 1.28 1.57 -2.91 -0.1679
H 2.53 3.35 0.55 0.0940
H 2.33 -2.38 3.43 0.1087
H 6.08 -1.51 4.38 0.1391
O 0.27 7.34 4.25 -0.2879
O -6.02 -0.53 -0.88 -0.2852
H -10.24 3.60 0.01 0.1105
H 0.79 -1.63 -1.84 0.0357
H 0.86 -2.02 -5.55 0.1412
F -5.06 0.32 1.09 -0.2104
H -3.65 -7.26 1.88 0.1397
P 0.63 2.64 -3.98 0.2643
H -3.88 6.22 1.59 0.0863
H 5.15 3.25 -0.46 0.1242
O -0.71 1.08 5.44 -0.2648
H -0.38 -3.66 -0.30 0.0615
H 0.27 -0.42 -2.98 0.0584
H 2.18 3.62 -2.55 -0.0156
C -4.05 -6.55 1.18 0.0017
H 5.15 4.12 -4.85 0.1084
C 3.66 -2.96 -8.11 -0.1623
H -8.56 4.73 2.15 0.1382
C 4.29 -5.00 4.07 -0.1277
H -1.31 2.80 1.95 0.1265
H 3.35 -3.05 -9.15 0.1262
H -1.28 -0.13 -0.65 0.0973
C 3.30 4.03 0.22 -0.1235
O -2.60 -0.70 -2.54 -0.2479
H 5.04 0.41 1.71 0.0677
H 3.85 4.33 1.11 0.1145
H 1.72 -2.04 1.23 0.0865
C -3.82 5.13 1.61 -0.0659
C -0.56 0.57 -0.16 -0.0873
H -2.81 4.82 1.36 0.0701
C -7.32 4.25 -1.01 0.0410
S -0.38 -2.05 5.81 0.6036
C -9.64 3.38 0.90 -0.1378
H 4.71 -2.66 -8.18 0.1097
F 1.92 -7.19 2.05 -0.1643
H 2.99 -2.86 6.13 0.1110
C 0.92 0.63 1.77 0.0305
O -4.24 1.24 -0.90 -0.2711
F 0.23 1.37 -4.92 -0.1508
H -6.85 1.96 -0.01 0.1048
H -6.60 -3.17 -1.33 0.0482
H -9.04 1.54 -0.23 0.1204
H 0.91 0.47 2.84 0.0665
H 1.29 -4.19 -0.13 0.0785
H 0.89 1.69 1.56 0.0985
S 1.14 6.72 3.28 0.4341
H 0.31 -4.04 1.26 0.0600
N -5.32 -5.49 -0.28 -0.0470
P 0.37 -7.34 1.64 0.1963
H 4.51 0.40 4.71 0.1245
H 3.31 6.00 -2.50 0.1346
H -1.31 -1.76 0.86 0.0914
H -6.42 3.80 -1.43 0.1079
H 4.64 6.19 -1.38 0.1396
F 0.01 -6.05 2.59 -0.1828
H 5.86 3.05 -2.69 0.1339
F 1.86 8.04 2.72 -0.2184
H 4.32 -1.70 -4.53 0.0972
C -1.75 2.02 1.32 -0.1325
F 1.58 1.14 4.91 -0.2058
C -6.21 4.82 1.15 -0.1231
H 4.50 1.82 2.67 0.0704
C -0.37 -1.44 1.31 -0.1149
C 3.14 3.54 -3.05 -0.0651
O 0.42 4.55 4.75 -0.2709
S 0.45 0.24 5.62 0.3866
N 2.41 6.02 3.80 -0.2738
H -6.95 2.36 1.76 0.1444
H -2.43 0.05 1.73 0.1046
C 0.62 -1.45 -2.90 -0.0827
H 7.66 5.25 -3.72 0.0755
C 3.84 5.52 -1.68 -0.0823
H 5.20 -3.95 5.73 0.1321
H -8.95 1.46 1.49 0.1203
C -7.32 2.56 0.76 -0.0897
H 4.49 -4.69 -7.03 0.1187
C 7.12 4.85 -4.58 -0.0932
H 2.29 -4.93 3.06 0.0998
H 3.35 -0.25 3.61 0.0861
H -1.37 0.59 3.04 0.1244
C 1.88 -1.85 -3.64 -0.2010
H -7.65 -4.24 -0.33 0.0876
C -4.85 4.37 0.76 -0.2302
H -10.39 3.39 1.69 0.1201
F 0.19 -8.40 2.83 -0.1444
C 3.65 -2.11 5.70 0.0301
F 0.77 -8.62 0.67 -0.1980
H -5.74 -7.52 0.05 0.1320
N 4.19 4.12 -2.13 -0.2419
H -7.87 -4.01 -2.03 0.0840
H 6.08 1.10 2.84 0.0801
C 4.23 -1.52 -5.60 0.0681
H 5.29 -1.81 2.84 0.1268
C -7.10 -4.14 -1.26 -0.0624
H 2.23 -4.51 4.76 0.1102
H -2.80 2.28 1.43 0.0906
N 4.27 -2.56 4.42 -0.2527
N -7.36 4.06 0.47 -0.2526
C 1.76 -1.56 -5.13 -0.1170
C 2.85 -4.47 3.87 -0.1137
H 2.75 -1.37 -3.19 0.1081
H -2.19 -3.77 1.42 0.0745
H -3.90 4.83 2.66 0.0916
N 2.88 -2.13 -5.97 -0.2571
C 0.83 -2.09 0.60 -0.2022
H 4.39 -5.89 4.68 0.1261
C -8.64 4.53 1.09 -0.1113
S 1.71 4.53 4.13 0.5190
F 1.05 3.88 -2.98 -0.1402
C -4.48 -4.60 0.27 -0.0054
C 5.02 0.86 2.71 -0.0804
H -0.24 -2.04 -3.19 0.0848
C 5.66 4.77 -4.14 -0.2170
C 4.42 -0.10 3.74 -0.2155
H 2.86 -4.88 -7.64 0.1213
S -4.72 -0.04 -0.46 0.4553
H 4.41 -1.70 6.36 0.1265
H 2.99 6.15 0.20 0.1155
C 2.91 -3.66 -5.88 -0.0822
F 2.74 4.21 5.31 -0.1927
H -6.43 4.76 2.22 0.1383
H -9.04 5.39 0.56 0.1390
F 0.51 -6.47 0.28 -0.1757
F 0.15 3.73 -5.06 -0.1166
C 5.09 -3.83 4.65 -0.0872
H 6.17 4.64 -2.02 0.1256
C -2.65 -4.61 1.94 0.0288
H -6.70 -6.20 -1.68 0.1219
H 7.55 3.87 -4.80 0.0772
O -1.40 -1.60 6.72 -0.2370
F -0.77 2.52 -3.22 -0.1112
H -4.74 3.31 0.98 0.0862
H -8.16 3.73 -1.47 0.1155
H -4.44 -3.56 -0.02 0.1246
H -6.41 5.86 0.86 0.1433
H -4.63 4.38 -0.31 0.1190
H 1.64 -0.50 -5.35 0.1288
H 3.47 -4.07 -5.04 0.1342
H 3.14 4.16 -3.94 0.1082
H -2.99 -4.24 2.90 0.1082
F -1.23 -7.50 1.25 -0.1885
N 0.53 -1.02 4.83 -0.2943
C -8.79 2.13 0.64 -0.1390
N -3.73 -5.21 1.18 -0.0494
H 3.92 2.27 -1.04 0.1278
F -1.30 -2.55 4.56 -0.2347
H 4.15 -0.48 -5.91 0.1174
N -3.64 -1.12 -0.13 -0.2592
O 1.98 3.46 3.20 -0.3206
H 6.07 -3.77 4.19 0.1284
O 0.28 -3.31 6.09 -0.2799
H 3.43 2.53 -3.35 0.1114
F -2.05 -2.54 -1.31 -0.2124
H 0.98 -1.53 -0.32 0.0614
C -1.57 0.66 1.97 -0.0513
C -1.21 1.96 -0.08 -0.1259
C 3.55 -4.17 -7.19 -0.1358
H 7.30 5.48 -5.45 0.0777
H 2.85 -0.94 -7.86 0.1460
C 0.52 -3.55 0.30 -0.0880
N -0.35 0.05 1.27 -0.2266
H 4.97 -2.05 -6.19 0.0992
H -5.38 -5.13 -2.26 0.1265
H 4.70 -5.21 3.09 0.1197
H 3.62 -3.05 2.48 0.1336
H 1.82 5.32 -0.77 0.1151
H 2.11 -2.91 -3.51 0.1112
H -0.43 2.67 -0.36 0.1139
O -4.24 -2.55 -2.25 -0.2623
F 2.11 2.78 -4.71 -0.2158
H 2.97 -1.34 5.36 0.0600
C 3.20 -3.04 3.48 -0.1323
H 5.18 5.74 -4.03 0.1158
H -7.40 5.31 -1.23 0.1176
H -0.34 -1.67 2.37 0.1167
O 1.02 0.16 6.95 -0.2828
```